Record 1
The following is a quantum chemistry calculation of C2H5N3OS in the gas phase at a distorted geometry, from the OMol25 dataset.

Geometry (Å):
C (2.70185, -0.49578, 0.02059)
N (1.52751, 0.00524, 0.11162)
O (0.57902, -1.01390, 0.00408)
C (-0.70290, -0.61371, 0.03508)
S (-1.86961, -1.77758, 0.04492)
N (-0.87616, 0.70117, 0.04460)
N (-2.16511, 1.28604, -0.02385)
H (3.55809, 0.14861, 0.13991)
H (2.71804, -1.51453, -0.31474)
H (-0.13601, 1.26371, -0.25902)
H (-2.63970, 1.21897, 0.89827)
H (-2.69502, 0.79178, -0.70146)

## Properties
HOMO level = -8.623 eV
lowest unoccupied orbital energy = 0.47 eV
structure (SMILES) = C=NOC(=S)NN

Record 2
The following is a quantum chemistry calculation of C5H8N2 in the gas phase, from the OMol25 dataset.

Geometry (Å):
C (0.81751, 1.44253, 1.97706)
C (0.11732, 0.56223, 0.94868)
C (0.76096, 0.21651, -0.19567)
N (0.25931, -0.61730, -1.19845)
C (-1.04737, -0.87045, -1.43679)
N (-1.19928, -1.85606, -2.33887)
C (-1.14036, 0.08214, 1.37631)
H (0.12395, 1.94553, 2.66439)
H (1.48722, 0.82830, 2.58862)
H (1.39386, 2.21087, 1.46514)
H (1.71670, 0.67521, -0.44308)
H (0.98857, -1.08602, -1.74223)
H (-2.12498, -2.09305, -2.65457)
H (-0.44903, -2.41023, -2.75258)
H (-1.70438, 0.96977, 1.74205)

## Properties
HOMO level (alpha / beta) = -7.620 / -7.392 eV
lowest unoccupied orbital energy (alpha / beta) = -0.19 / 0.15 eV

Record-wise energy relative to the best compared isomer or geometry (same formula, charge and spin) values, in eV: 3.6851; 5.4625
Record-wise M values, in g mol⁻¹: 119.15; 96.13